Density functional theory data (ωB97M-V/def2-TZVPD) for C3H4N2O in the gas phase in a non-equilibrium geometry.

Element x y z (Å)
N: 1.5928 -0.1637 -0.1453
C: 0.2140 -0.2039 -0.2934
C: -0.4215 1.0174 0.0633
N: -1.6331 0.8452 0.4931
O: -1.8971 -0.4741 0.2629
C: -0.8095 -1.0929 -0.2720
H: 1.6976 0.7713 0.2423
H: 2.2326 -0.5483 -0.8255
H: -0.0324 1.9891 -0.2245
H: -0.9773 -2.1115 -0.5913

The value obtained for the total energy is -8200.7798 eV. For the largest force on an atom, the calculation gives 1.77 eV Å⁻¹. Its SMILES is Nc1cnoc1. Its LUMO energy is 0.033 Ha. The calculation puts the frontier orbital gap at 9.59 eV.

Here are the Löwdin charges for atoms 1 to 8, given in e: atom 1 (N): 0.089, atom 2 (C): -0.331, atom 3 (C): -0.132, atom 4 (N): 0.065, atom 5 (O): -0.065, atom 6 (C): -0.051, atom 7 (H): 0.081, atom 8 (H): 0.092

Density functional theory data (ωB97M-V/def2-TZVPD) for C3H3NO3 in the gas phase in a non-equilibrium geometry.

Element x y z (Å)
O: 2.4730 -0.9274 0.0008
C: 1.3617 -0.4905 0.0211
N: 0.9742 0.8335 -0.1132
C: -0.4431 0.9833 0.0240
C: -0.8668 -0.2845 -0.0021
O: -2.1396 -0.7159 0.0236
O: 0.1303 -1.2175 0.0023
H: 1.7139 1.5414 0.2780
H: -1.0144 1.9363 -0.0006
H: -2.1892 -1.6586 -0.2338

The value obtained for the total energy is -10791.6369 eV. For the largest force on an atom, the calculation gives 3.50 eV Å⁻¹. Its SMILES is O=c1[nH]cc(O)o1. Its LUMO energy is 0.021 Ha. The calculation puts the frontier orbital gap at 8.99 eV.

Here are the Löwdin charges for atoms 1 to 8, given in e: atom 1 (O): 0.118, atom 2 (C): -0.493, atom 3 (N): 0.082, atom 4 (C): -0.018, atom 5 (C): -0.408, atom 6 (O): 0.102, atom 7 (O): 0.136, atom 8 (H): 0.207

Density functional theory data (ωB97M-V/def2-TZVPD) for C4H9NO2 in the gas phase in a non-equilibrium geometry.

Element x y z (Å)
C: -1.6519 -1.8279 0.6243
C: -0.9374 -1.0134 -0.4244
O: -1.1111 -1.1268 -1.6066
O: 0.4421 -0.7048 0.1314
C: 0.7826 0.5177 -0.4573
C: 1.9745 1.1455 0.2519
N: -0.5024 1.2740 -0.3415
H: -1.2031 -1.6573 1.6001
H: -1.5649 -2.8849 0.3729
H: -2.7146 -1.5622 0.6148
H: 0.9339 0.3662 -1.5402
H: 2.1961 2.1204 -0.1740
H: 2.8422 0.5000 0.1382
H: 1.7607 1.2308 1.3177
H: -0.6380 1.9404 -1.0936
H: -0.6087 1.6823 0.5862

The value obtained for the total energy is -9878.4535 eV. For the largest force on an atom, the calculation gives 4.10 eV Å⁻¹. Its SMILES is CC(=O)O[C@H](C)N. Its LUMO energy is 0.035 Ha. The calculation puts the frontier orbital gap at 10.66 eV.

Here are the Löwdin charges for atoms 1 to 8, given in e: atom 1 (C): 0.010, atom 2 (C): -0.435, atom 3 (O): 0.104, atom 4 (O): -0.068, atom 5 (C): -0.471, atom 6 (C): -0.033, atom 7 (N): 0.069, atom 8 (H): 0.079

Density functional theory data (ωB97M-V/def2-TZVPD) for 2 unconnected molecules or ions with the total composition C4H8N2O2P in a non-equilibrium geometry.

Element x y z (Å)
C: 3.0333 0.9220 0.2356
C: -0.4321 -1.6305 -0.4222
C: -1.5929 0.6477 -0.3509
C: -1.4553 -0.7184 0.2647
N: 3.3103 0.1975 1.1934
N: -1.9163 -1.1511 1.3381
O: 1.3888 2.8782 -0.2243
O: 1.3946 0.9297 -1.9990
P: 1.5103 1.4484 -0.5769
H: 0.4055 -1.1271 -0.7922
H: 0.1248 -2.3260 0.2423
H: -0.8362 -1.9954 -1.3157
H: -2.3760 0.5591 -1.0032
H: -0.6260 0.9229 -0.6451
H: -2.0455 1.3353 0.3125
H: 2.6652 -0.2292 1.7850
H: -2.5527 -0.6630 1.9580

The charge is -1. The value obtained for the total energy is -20641.1472 eV. For the largest force on an atom, the calculation gives 3.29 eV Å⁻¹. Its LUMO energy (alpha / beta) is 0.134 / 0.134 Ha. The calculation puts the frontier orbital gap (alpha / beta) at 6.81 / 6.80 eV.

Here are the Löwdin charges for atoms 1 to 8, given in e: atom 1 (C): -0.272, atom 2 (C): -0.056, atom 3 (C): -0.039, atom 4 (C): -0.458, atom 5 (N): -0.038, atom 6 (N): 0.101, atom 7 (O): -0.438, atom 8 (O): -0.452

Density functional theory data (ωB97M-V/def2-TZVPD) for 2 unconnected molecules or ions with the total composition C4H14NO2 in a non-equilibrium geometry.

Element x y z (Å)
O: -1.2386 -1.6403 -0.1814
C: -1.8414 -0.3695 -0.0730
C: -0.7190 0.6785 -0.2206
N: 0.5577 0.0923 0.3264
C: 1.7945 0.7501 -0.1036
C: -1.0921 1.9993 0.4022
H: -1.8643 -2.2907 -0.5235
H: -2.5212 -0.1966 -0.9102
H: -2.3627 -0.2072 0.8806
H: -0.5589 0.6919 -1.2875
H: 0.4927 -0.9070 0.0870
H: 0.4721 0.0438 1.3987
H: 2.4790 0.0230 -0.5219
H: 1.5691 1.5014 -0.8694
H: 2.2233 1.2806 0.7480
H: -2.0218 2.3473 -0.0412
H: -0.3130 2.7400 0.2037
H: -1.2616 1.8884 1.4664
H: 2.3234 -2.9104 0.4919
H: 2.0427 -3.0104 -1.0335
O: 1.8402 -2.5047 -0.2388

The spin multiplicity is 2. The value obtained for the total energy is -9956.4261 eV. For the largest force on an atom, the calculation gives 1.35 eV Å⁻¹. The expectation value of S² is 0.75. Its LUMO energy (alpha / beta) is 0.031 / 0.023 Ha. The calculation puts the frontier orbital gap (alpha / beta) at 3.34 / 11.62 eV.

Here are the Löwdin charges for atoms 1 to 8, given in e: atom 1 (O): -0.103, atom 2 (C): -0.274, atom 3 (C): -0.369, atom 4 (N): -0.049, atom 5 (C): -0.129, atom 6 (C): -0.078, atom 7 (H): 0.100, atom 8 (H): 0.121